[1]
C10H24Cl6N4O8 | wB97M-V/def2-TZVPD

Atoms and positions in Å:
1 C -0.762 -1.049 3.355
2 N -0.811 -2.184 2.389
3 O -1.730 -2.981 2.538
4 O 0.123 -2.327 1.611
5 H -0.475 -0.152 2.808
6 H -0.061 -1.308 4.150
7 H -1.778 -1.050 3.749
8 C 2.315 -1.681 -1.960
9 N 1.342 -0.858 -2.697
10 O 0.099 -0.976 -2.508
11 O 1.778 0.056 -3.379
12 H 1.792 -2.301 -1.233
13 H 3.165 -1.140 -1.545
14 H 2.726 -2.343 -2.723
15 C -0.726 -0.174 0.476
16 N -0.397 -1.519 -0.160
17 O -1.308 -2.322 -0.054
18 O 0.771 -1.657 -0.544
19 H 0.039 -0.031 1.239
20 H -1.756 -0.259 0.822
21 H -0.590 0.549 -0.329
22 C -2.444 3.396 -0.223
23 N -2.372 1.908 -0.315
24 O -3.203 1.365 -1.040
25 O -1.599 1.303 0.488
26 H -1.459 3.745 0.088
27 H -3.130 3.541 0.612
28 H -2.758 3.937 -1.115
29 Cl 1.472 0.665 2.957
30 C 1.789 -0.447 1.637
31 C 3.277 -0.724 1.559
32 Cl 3.851 -2.041 2.604
33 H 1.393 0.140 0.809
34 H 1.185 -1.354 1.672
35 H 3.846 0.204 1.622
36 H 3.376 -1.080 0.533
37 Cl 2.080 1.644 -0.159
38 C 1.043 2.245 1.227
39 C 0.708 3.726 0.909
40 Cl -0.640 4.294 1.987
41 H 1.653 2.202 2.130
42 H 0.186 1.571 1.235
43 H 0.343 3.767 -0.118
44 H 1.572 4.345 1.150
45 Cl -2.863 -3.203 -2.674
46 C -1.496 -2.088 -2.718
47 C -1.736 -1.082 -3.874
48 Cl -3.103 -0.030 -3.493
49 H -0.544 -2.598 -2.866
50 H -1.389 -1.648 -1.727
51 H -1.950 -1.514 -4.852
52 H -0.842 -0.484 -4.050

The energy above the lowest of the compared OMol25 structures with the same formula, charge and spin is 1547.55 kJ/mol. The lowest unoccupied orbital energy comes out at -1.1 eV. For the largest force on an atom, the calculation gives 0.2678 hartree/bohr. The calculation puts the molar mass at 541.04 g mol⁻¹.

Partial charges, natural (NBO), in e:
1 C -0.50
2 N 0.54
3 O -0.32
4 O -0.39
5 H 0.23
6 H 0.25
7 H 0.24
8 C -0.53
9 N 0.54
10 O -0.44
11 O -0.36
12 H 0.31
13 H 0.23
14 H 0.22
15 C -0.54
16 N 0.56
17 O -0.34
18 O -0.49
19 H 0.27
20 H 0.26
21 H 0.26
22 C -0.47
23 N 0.52
24 O -0.30
25 O -0.45
26 H 0.23
27 H 0.24
28 H 0.24
29 Cl -0.06
30 C -0.54
31 C -0.39
32 Cl -0.04
33 H 0.26
34 H 0.29
35 H 0.23
36 H 0.22
37 Cl -0.07
38 C -0.40
39 C -0.37
40 Cl -0.08
41 H 0.24
42 H 0.25
43 H 0.21
44 H 0.24
45 Cl -0.08
46 C -0.39
47 C -0.38
48 Cl -0.06
49 H 0.22
50 H 0.23
51 H 0.21
52 H 0.24

***

[2]
C4H7N | wB97M-V/def2-TZVPD

Atoms and positions in Å:
1 H -1.763 -2.456 0.936
2 N -1.281 -1.999 0.107
3 C -0.782 -0.867 0.470
4 C -0.039 -0.119 -0.505
5 C 0.125 1.326 -0.258
6 C 1.309 0.490 -0.190
7 H -0.935 -0.338 1.393
8 H -0.238 -0.539 -1.499
9 H -0.405 1.719 0.633
10 H 0.184 2.025 -1.059
11 H 2.242 0.451 -0.838
12 H 1.586 0.308 0.810

The energy above the lowest of the compared OMol25 structures with the same formula, charge and spin is 164.08 kJ/mol. The lowest unoccupied orbital energy comes out at 1.1 eV. For the largest force on an atom, the calculation gives 0.0453 hartree/bohr. The calculation puts the molar mass at 69.11 g mol⁻¹.

Partial charges, natural (NBO), in e:
1 H 0.33
2 N -0.61
3 C 0.14
4 C -0.31
5 C -0.41
6 C -0.40
7 H 0.15
8 H 0.24
9 H 0.21
10 H 0.22
11 H 0.24
12 H 0.20

***

[3]
C53H54F5N9Nb | wB97M-V/def2-TZVPD

Atoms and positions in Å:
1 F 1.338 0.509 1.171
2 C 0.023 0.753 0.900
3 F -0.117 0.435 -0.405
4 F -0.144 2.075 1.073
5 C -0.808 -0.107 1.808
6 C -1.761 0.379 2.664
7 C -2.464 -0.455 3.493
8 C -2.216 -1.808 3.481
9 C -1.270 -2.304 2.597
10 C -0.921 -3.781 2.515
11 F -1.985 -4.519 3.023
12 F -0.761 -4.063 1.159
13 Nb 1.056 -4.082 3.760
14 C -0.569 -1.469 1.764
15 H -1.951 1.451 2.702
16 H -3.206 -0.076 4.191
17 H -2.711 -2.533 4.132
18 H 1.862 -2.671 2.875
19 H 1.734 -5.283 2.558
20 H 0.192 -5.368 4.728
21 H 0.406 -2.825 4.942
22 H 2.510 -4.305 4.844
23 H 0.168 -1.859 1.073
24 N -0.728 -6.776 6.799
25 C -1.123 -7.752 5.988
26 C -1.363 -9.054 6.409
27 C -1.177 -9.356 7.748
28 C -0.763 -8.351 8.608
29 C -0.555 -7.083 8.082
30 H -1.251 -7.466 4.949
31 H -1.686 -9.809 5.704
32 H -1.351 -10.360 8.117
33 H -0.604 -8.544 9.661
34 H -0.233 -6.263 8.717
35 N -2.516 0.516 -4.941
36 C -2.120 0.556 -3.667
37 C -1.666 1.705 -3.037
38 C -1.617 2.879 -3.773
39 C -2.022 2.859 -5.098
40 C -2.461 1.657 -5.629
41 H -2.173 -0.386 -3.132
42 H -1.360 1.680 -2.002
43 H -1.267 3.798 -3.318
44 H -1.999 3.750 -5.707
45 H -2.789 1.596 -6.661
46 N -3.451 4.400 -7.573
47 C -4.585 3.779 -7.898
48 C -5.607 4.372 -8.625
49 C -5.444 5.685 -9.036
50 C -4.274 6.349 -8.706
51 C -3.314 5.664 -7.979
52 H -4.670 2.754 -7.554
53 H -6.505 3.818 -8.863
54 H -6.217 6.185 -9.606
55 H -4.109 7.374 -9.009
56 H -2.381 6.143 -7.702
57 N -4.496 -4.251 4.648
58 C -4.816 -5.405 4.069
59 C -5.906 -6.179 4.444
60 C -6.706 -5.728 5.481
61 C -6.388 -4.529 6.097
62 C -5.278 -3.833 5.642
63 H -4.158 -5.717 3.265
64 H -6.120 -7.109 3.935
65 H -7.565 -6.303 5.804
66 H -6.985 -4.142 6.912
67 H -4.992 -2.888 6.093
68 N 3.485 -2.134 6.199
69 C 3.628 -0.826 6.392
70 C 4.440 -0.275 7.375
71 C 5.140 -1.136 8.206
72 C 5.000 -2.502 8.019
73 C 4.163 -2.945 7.003
74 H 3.058 -0.192 5.719
75 H 4.521 0.799 7.486
76 H 5.783 -0.747 8.987
77 H 5.527 -3.210 8.646
78 H 4.023 -4.006 6.814
79 N 6.776 0.392 11.056
80 C 6.922 1.702 11.251
81 C 7.735 2.249 12.232
82 C 8.433 1.387 13.061
83 C 8.293 0.021 12.875
84 C 7.457 -0.421 11.862
85 H 6.354 2.339 10.581
86 H 7.817 3.322 12.343
87 H 9.078 1.773 13.841
88 H 8.821 -0.686 13.501
89 H 7.319 -1.481 11.677
90 N -3.614 6.899 -11.973
91 C -3.190 5.642 -11.844
92 C -2.331 5.021 -12.740
93 C -1.889 5.747 -13.834
94 C -2.318 7.056 -13.986
95 C -3.175 7.581 -13.030
96 H -3.564 5.113 -10.975
97 H -2.019 3.998 -12.582
98 H -1.218 5.300 -14.557
99 H -1.995 7.657 -14.825
100 H -3.533 8.603 -13.106
101 N -0.536 9.305 -10.448
102 C -0.293 8.448 -11.440
103 C 0.900 8.407 -12.147
104 C 1.895 9.308 -11.808
105 C 1.661 10.208 -10.781
106 C 0.434 10.163 -10.135
107 H -1.099 7.765 -11.671
108 H 1.042 7.687 -12.942
109 H 2.841 9.309 -12.336
110 H 2.412 10.928 -10.485
111 H 0.209 10.845 -9.323
112 N 2.791 -4.536 0.389
113 C 3.495 -5.662 0.427
114 C 4.554 -5.938 -0.428
115 C 4.897 -4.988 -1.377
116 C 4.173 -3.808 -1.432
117 C 3.135 -3.634 -0.527
118 H 3.186 -6.373 1.186
119 H 5.095 -6.872 -0.350
120 H 5.717 -5.165 -2.063
121 H 4.407 -3.040 -2.157
122 H 2.542 -2.724 -0.529

The lowest unoccupied orbital energy comes out at 1.6 eV. For the largest force on an atom, the calculation gives 0.0342 hartree/bohr. The calculation puts the molar mass at 1004.97 g mol⁻¹. As for the total charge: -1.

Atomic partial charges in e from the Löwdin method, atoms 1 to 99:
1 F 0.11
2 C -0.56
3 F 0.12
4 F 0.13
5 C -0.13
6 C -0.05
7 C -0.08
8 C -0.03
9 C -0.23
10 C -0.59
11 F -0.08
12 F -0.06
13 Nb 1.12
14 C -0.02
15 H 0.11
16 H 0.10
17 H 0.10
18 H -0.16
19 H -0.17
20 H -0.17
21 H -0.16
22 H -0.20
23 H 0.11
24 N 0.06
25 C -0.16
26 C -0.08
27 C -0.10
28 C -0.09
29 C -0.16
30 H 0.09
31 H 0.09
32 H 0.10
33 H 0.09
34 H 0.10
35 N 0.05
36 C -0.15
37 C -0.07
38 C -0.08
39 C -0.08
40 C -0.17
41 H 0.11
42 H 0.08
43 H 0.10
44 H 0.07
45 H 0.09
46 N 0.06
47 C -0.15
48 C -0.07
49 C -0.09
50 C -0.10
51 C -0.15
52 H 0.10
53 H 0.10
54 H 0.11
55 H 0.10
56 H 0.11
57 N 0.07
58 C -0.14
59 C -0.08
60 C -0.10
61 C -0.08
62 C -0.15
63 H 0.10
64 H 0.10
65 H 0.10
66 H 0.09
67 H 0.10
68 N 0.06
69 C -0.15
70 C -0.09
71 C -0.10
72 C -0.08
73 C -0.17
74 H 0.10
75 H 0.09
76 H 0.07
77 H 0.09
78 H 0.08
79 N 0.06
80 C -0.15
81 C -0.08
82 C -0.09
83 C -0.08
84 C -0.15
85 H 0.11
86 H 0.10
87 H 0.10
88 H 0.10
89 H 0.11
90 N 0.07
91 C -0.14
92 C -0.06
93 C -0.09
94 C -0.09
95 C -0.18
96 H 0.09
97 H 0.10
98 H 0.11
99 H 0.10

***

[4]
C21H21ClCoF3I2O5Se | wB97M-V/def2-TZVPD

Atoms and positions in Å:
1 Co -0.024 -1.264 1.300
2 I -0.138 -0.313 4.390
3 C 1.469 0.849 3.650
4 I 1.522 0.877 1.516
5 H 2.383 0.369 3.969
6 H 1.354 1.872 3.984
7 F 3.372 -4.375 3.688
8 C 3.308 -3.766 2.493
9 F 2.835 -4.664 1.617
10 F 4.572 -3.489 2.123
11 C 2.464 -2.460 2.578
12 O 2.936 -1.591 3.297
13 O 1.399 -2.495 1.906
14 C -0.907 6.058 -0.050
15 C -1.158 4.579 0.101
16 C -0.764 3.676 -0.875
17 C -0.992 2.309 -0.744
18 C -0.496 1.385 -1.815
19 C -1.633 1.814 0.403
20 Se -1.979 -0.074 0.581
21 C -2.064 2.720 1.386
22 C -2.796 2.295 2.632
23 C -1.808 4.080 1.219
24 H -0.350 6.269 -0.963
25 H -0.332 6.448 0.793
26 H -1.844 6.618 -0.091
27 H -0.256 4.040 -1.763
28 H -0.092 1.943 -2.661
29 H -1.288 0.718 -2.162
30 H 0.286 0.725 -1.430
31 H -3.293 1.336 2.501
32 H -3.527 3.058 2.907
33 H -2.103 2.178 3.469
34 H -2.146 4.770 1.988
35 C 2.428 -1.226 -2.144
36 C 1.041 -1.432 -2.683
37 C 0.668 -0.988 -3.944
38 C -0.629 -1.174 -4.393
39 Cl -1.066 -0.605 -5.985
40 C -1.581 -1.790 -3.603
41 C -1.218 -2.238 -2.342
42 C 0.084 -2.070 -1.895
43 O 0.488 -2.495 -0.654
44 C 0.052 -3.812 -0.264
45 C -1.066 -3.807 0.782
46 O -1.693 -4.848 0.913
47 O -1.238 -2.723 1.441
48 H 3.083 -0.804 -2.906
49 H 2.853 -2.165 -1.787
50 H 2.416 -0.551 -1.284
51 H 1.390 -0.491 -4.579
52 H -2.595 -1.906 -3.960
53 H -1.952 -2.692 -1.689
54 H 0.911 -4.313 0.173
55 H -0.290 -4.367 -1.135

The energy above the lowest of the compared OMol25 structures with the same formula, charge and spin is 0.00 kJ/mol. The lowest unoccupied orbital energy (spin up / spin down) comes out at 1.9 / 1.9 eV. Its spin multiplicity is 2. For the largest force on an atom, the calculation gives 0.0044 hartree/bohr. The calculation puts the molar mass at 837.54 g mol⁻¹. The expectation value of S² is 0.825. As for the total charge: -1.

Partial charges, natural (NBO), in e:
1 Co 1.01
2 I 0.20
3 C -0.71
4 I 0.26
5 H 0.26
6 H 0.22
7 F -0.33
8 C 0.88
9 F -0.33
10 F -0.33
11 C 0.71
12 O -0.69
13 O -0.78
14 C -0.62
15 C -0.03
16 C -0.23
17 C -0.06
18 C -0.63
19 C -0.09
20 Se -0.32
21 C -0.05
22 C -0.64
23 C -0.23
24 H 0.21
25 H 0.21
26 H 0.21
27 H 0.19
28 H 0.20
29 H 0.24
30 H 0.21
31 H 0.25
32 H 0.20
33 H 0.22
34 H 0.19
35 C -0.62
36 C -0.04
37 C -0.23
38 C -0.04
39 Cl -0.03
40 C -0.24
41 C -0.23
42 C 0.31
43 O -0.56
44 C -0.20
45 C 0.76
46 O -0.67
47 O -0.77
48 H 0.21
49 H 0.23
50 H 0.22
51 H 0.22
52 H 0.23
53 H 0.25
54 H 0.23
55 H 0.20